Entry from the Open Molecules 2025 dataset: a single C5H13N molecule in a non-equilibrium geometry (wB97M-V/def2-TZVPD).

Computed properties:
LUMO level   1.1 eV
Gap between HOMO and LUMO   0.3465 hartree
Charge   0
Molar mass   87.17 u
Multiplicity   1
Relative energy (zero: lowest compared OMol25 entry of this formula, charge and spin)   57.0 kcal per mole
HOMO   -0.30707 hartree

Last columns: bonded neighbours and bond lengths (Å).
Cartesian coordinates (Å):
1 C -2.029 0.370 0.822  C2 1.662, H6 1.113, H7 1.193, H8 1.107
2 C -1.606 -0.441 -0.565  C1 1.662, C3 1.585, H9 1.148, H10 1.172
3 C -0.132 -1.013 -0.450  C2 1.585, H11 1.062, H12 1.092, N19 1.447
4 C 2.021 -0.586 0.573  H13 1.192, H14 1.110, H15 1.268, N19 1.415
5 C 0.946 1.307 -0.464  H16 1.106, H17 1.242, H18 1.122, N19 1.541
6 H -2.993 0.886 0.612  C1 1.113
7 H -2.048 -0.359 1.765  C1 1.193
8 H -1.314 1.167 1.105  C1 1.107
9 H -1.460 0.300 -1.430  C2 1.148
10 H -2.490 -1.161 -0.836  C2 1.172
11 H -0.154 -1.890 0.149  C3 1.062
12 H 0.181 -1.424 -1.412  C3 1.092
13 H 1.959 -1.719 0.936  C4 1.192
14 H 2.475 0.141 1.278  C4 1.110
15 H 2.825 -0.495 -0.404  C4 1.268
16 H 1.482 1.919 0.286  C5 1.106
17 H 1.641 1.307 -1.494  C5 1.242
18 H -0.060 1.761 -0.667  C5 1.122
19 N 0.757 -0.072 0.196  C3 1.447, C4 1.415, C5 1.541

Here are the Löwdin charges for atoms 1 to 8, given in e: atom 1 (C): -0.118, atom 2 (C): -0.199, atom 3 (C): -0.265, atom 4 (C): -0.166, atom 5 (C): -0.088, atom 6 (H): 0.051, atom 7 (H): 0.102, atom 8 (H): 0.034